No. 1
Molecular formula: C23H39N5O10PS2Ti
Method: DFT, the ωB97M-V functional and the def2-TZVPD basis

For the strongest force on any atom, the calculation gives 0.017 hartree/bohr. As for the frontier orbital gap: 0.3010 Eh. As for the relative energy (zero: lowest compared OMol25 entry of this formula, charge and spin): 22.0 kJ/mol. The calculation puts the total energy at -106479.4357 eV. As for the net charge: +1. The LUMO energy comes out at -4.23 eV. The value obtained for the HOMO energy is -0.456 hartree.

Element x y z (Å)
Ti1 -1.8900 -0.7332 0.4553
N1 -4.9222 0.3187 0.4136
N2 -5.0786 -0.4442 -0.7520
C1 -3.9895 -0.9534 -1.3826
O1 -3.9566 -1.8611 -2.1640
O2 -2.8279 -0.2938 -1.0179
H1 -5.1807 -0.2180 1.2367
H2 -5.4835 1.1568 0.3495
H3 -5.9338 -0.9589 -0.9105
O3 -2.3973 -2.7285 3.4309
S1 -2.9400 -1.6630 2.6677
O4 -1.8933 -0.5534 2.4030
O5 -2.9750 -2.0794 1.1077
O6 -4.2068 -1.1025 2.9893
C2 0.9343 -4.7572 -1.1100
C3 -0.3629 -3.9499 -0.9494
C4 -1.2271 -4.0556 -2.2078
C5 -1.1422 -4.5582 0.2215
P1 0.0556 -2.1577 -0.5724
C6 1.2781 -2.2336 0.7712
C7 0.8048 -2.4815 2.0597
C8 1.6796 -2.5982 3.1314
C9 3.0439 -2.4633 2.9285
C10 3.5289 -2.2280 1.6487
C11 2.6571 -2.1207 0.5768
C12 0.7462 -1.2361 -2.0406
C13 -0.4098 -0.8462 -2.9781
C14 1.7733 -2.0407 -2.8480
C15 1.3865 0.0628 -1.5470
H4 0.6487 -5.7928 -1.3061
H5 1.5332 -4.7496 -0.2002
H6 1.5539 -4.4308 -1.9416
H7 -1.5213 -5.1011 -2.3146
H8 -0.6949 -3.7755 -3.1143
H9 -2.1409 -3.4619 -2.1363
H10 -1.3188 -5.6066 -0.0266
H11 -2.1107 -4.0908 0.3757
H12 -0.5824 -4.5383 1.1561
H13 -0.2502 -2.6015 2.2629
H14 1.2810 -2.7955 4.1173
H15 3.7310 -2.5501 3.7591
H16 4.5934 -2.1400 1.4792
H17 3.0698 -1.9515 -0.4081
H18 -1.0655 -1.6721 -3.2409
H19 0.0331 -0.4607 -3.8980
H20 -1.0221 -0.0557 -2.5501
H21 1.3185 -2.8806 -3.3684
H22 2.6078 -2.4193 -2.2607
H23 2.1825 -1.3717 -3.6073
H24 0.6878 0.6792 -0.9817
H25 1.6713 0.6459 -2.4244
H26 2.2814 -0.0861 -0.9423
C16 2.9957 5.7815 -2.1037
C17 3.1757 5.1762 -0.7183
S2 1.6492 4.4337 -0.1672
O7 1.5741 3.0835 -0.6795
O8 0.5637 5.3430 -0.4320
C18 1.7748 4.2830 1.6231
C19 0.3867 4.1284 2.2542
N3 -0.4700 3.1655 1.5501
C20 -0.2600 1.8402 1.4665
N4 -1.1051 1.2833 0.5982
C21 -1.8854 2.2942 0.0873
C22 -1.4924 3.4535 0.6613
N5 -2.1296 4.7368 0.4775
O9 -2.8256 4.8354 -0.5069
O10 -1.9737 5.5851 1.3333
C23 0.7740 1.1020 2.2280
H27 3.9665 6.1039 -2.4746
H28 2.3249 6.6354 -2.0677
H29 2.5900 5.0512 -2.8015
H30 3.4617 5.9268 0.0181
H31 3.9201 4.3802 -0.7172
H32 2.2202 5.1926 2.0250
H33 2.4407 3.4468 1.8297
H34 -0.1444 5.0735 2.2383
H35 0.4781 3.8159 3.2945
H36 -2.6777 2.1255 -0.6187
H37 1.2910 1.7458 2.9348
H38 1.5064 0.6736 1.5410
H39 0.3128 0.2888 2.7868

Here are the Mulliken charges for atoms 1 to 2, given in e: number 1, Ti, carries 0.8006; number 2, N, carries -0.4043

No. 2
Molecular formula: C34H46N2O4
Method: DFT, the ωB97M-V functional and the def2-TZVPD basis

For the strongest force on any atom, the calculation gives 0.034 hartree/bohr. As for the frontier orbital gap: 0.1490 Eh. The calculation puts the total energy at -47172.5979 eV. The LUMO energy comes out at -1.89 eV. The value obtained for the HOMO energy is -0.219 hartree.

Element x y z (Å)
C1 -1.1176 4.9281 -2.9154
C2 0.2286 4.2652 -2.9624
O1 0.0268 2.8578 -2.7159
C3 1.2039 2.1929 -2.6671
C4 1.1962 0.7407 -2.5011
C5 2.4435 0.0230 -2.9412
C6 2.7706 0.3207 -4.4216
C7 4.0268 -0.3961 -4.9358
C8 5.2292 -0.2633 -3.9898
C9 4.8282 -0.5296 -2.5354
C10 3.6890 0.4034 -2.1220
C11 -0.0196 -0.0522 -2.4370
O2 -0.0102 -1.2878 -2.5087
O3 -1.1595 0.6357 -2.2064
C12 -2.3498 -0.1681 -2.0120
C13 -3.4964 0.8000 -1.8475
O4 2.2731 2.8175 -2.7442
H1 -0.9931 6.0013 -3.0612
H2 -1.7807 4.5447 -3.6953
H3 -1.6056 4.7958 -1.9470
H4 0.6751 4.3860 -3.9595
H5 0.9109 4.7014 -2.2192
H6 2.2312 -1.0535 -2.8267
H7 1.8910 0.0719 -5.0357
H8 2.9187 1.4065 -4.4930
H9 3.7865 -1.4578 -5.0816
H10 4.2883 0.0057 -5.9225
H11 6.0322 -0.9434 -4.3006
H12 5.6398 0.7558 -4.0594
H13 4.4671 -1.5650 -2.4494
H14 5.6884 -0.4312 -1.8635
H15 3.8994 1.4579 -2.3414
H16 3.4533 0.3446 -1.0516
H17 -2.4909 -0.8017 -2.8983
H18 -2.2282 -0.8125 -1.1274
H19 -4.4006 0.2562 -1.5499
H20 -3.2938 1.5475 -1.0688
H21 -3.6930 1.3196 -2.7994
C14 2.7928 -6.9464 2.3368
C15 3.0688 -6.4658 3.7689
C16 2.5106 -5.0367 3.8648
N1 2.2718 -4.6308 2.4894
C17 1.8733 -3.3730 2.1263
C18 2.2722 -2.8336 0.8707
C19 1.7483 -1.6398 0.4133
C20 0.8675 -0.8464 1.2180
C21 0.4217 0.4313 0.7689
C22 -0.8059 0.9928 1.2197
C23 -1.9481 0.1580 1.4499
C24 -3.1678 0.6855 1.8389
C25 -3.2876 2.0686 2.1289
N2 -4.4741 2.5828 2.5867
C26 -5.7756 2.1478 2.1256
C27 -6.7925 2.9986 2.9182
C28 -5.9900 3.8140 3.9418
C29 -4.5058 3.6148 3.6030
C30 -2.1523 2.9055 1.9402
C31 -0.9743 2.3945 1.4315
C32 0.4660 -1.4180 2.4737
C33 0.9708 -2.6215 2.9315
C34 2.4445 -5.6911 1.5179
H22 3.6497 -7.4645 1.8974
H23 1.9334 -7.6245 2.3222
H24 2.6023 -7.1151 4.5098
H25 4.1478 -6.4434 3.9511
H26 1.5820 -5.0050 4.4649
H27 3.2372 -4.3581 4.3488
H28 3.0085 -3.3742 0.2747
H29 1.9535 -1.3092 -0.6194
H30 1.1016 1.0709 0.2090
H31 -1.8699 -0.9213 1.3031
H32 -4.0427 0.0423 1.9826
H33 -5.8876 2.3155 1.0369
H34 -5.9469 1.0730 2.2983
H35 -7.3086 3.6635 2.2196
H36 -7.5456 2.3635 3.3969
H37 -6.2426 4.8748 3.9031
H38 -6.1847 3.4419 4.9504
H39 -3.9329 3.3125 4.5008
H40 -4.0473 4.5418 3.2115
H41 -2.2551 3.9721 2.1575
H42 -0.1269 3.0536 1.2210
H43 -0.2621 -0.8940 3.0936
H44 0.6513 -3.0401 3.8923
H45 3.2556 -5.4362 0.8180
H46 1.5371 -5.8485 0.9061

Here are the Mulliken charges for atoms 1 to 2, given in e: number 1, C, carries -1.2258; number 2, C, carries -0.2341

No. 3
Molecular formula: C6H11P
Method: DFT, the ωB97M-V functional and the def2-TZVPD basis

For the strongest force on any atom, the calculation gives 0.098 hartree/bohr. As for the frontier orbital gap: 0.3219 Eh. As for the relative energy (zero: lowest compared OMol25 entry of this formula, charge and spin): 235.6 kJ/mol. The calculation puts the total energy at -15685.4011 eV. The LUMO energy comes out at 0.48 eV. The value obtained for the HOMO energy is -0.304 hartree.

Element x y z (Å)
C1 -1.0814 -0.8311 -0.9177
C2 -1.3392 1.0271 1.0029
C3 0.3501 -0.8168 -0.3717
C4 0.6843 0.5826 0.2597
C5 0.5123 -1.9252 0.6315
C6 0.7261 1.6631 -0.7636
P1 -2.3021 0.0641 -0.1838
H1 -1.3085 -1.3903 -1.8264
H2 -1.2183 0.5766 1.9140
H3 -1.3954 2.0595 0.8105
H4 1.0400 -0.8974 -1.2053
H5 1.3854 0.8032 1.0701
H6 1.6330 -2.1124 0.8831
H7 0.0247 -2.8223 0.0194
H8 -0.0668 -1.7475 1.5429
H9 -0.1174 1.5377 -1.4770
H10 1.7190 1.5266 -1.1818
H11 0.7544 2.7026 -0.2069

Here are the natural (NBO) charges for atoms 1 to 2, given in e: number 1, C, carries -0.5949; number 2, C, carries -0.7838

> Which of these has the lowest frontier orbital gap?

C34H46N2O4

> Among the records above, which one has the highest strongest force on any atom?

C6H11P